DFT (ωB97M-V with the def2-TZVPD basis set) results for a cluster of 13 separate species, C58H89N5O22 in total.

Bonds (Å) are listed after each position.
Geometry (Å):
1 C 0.202 3.798 -2.771  C2 1.415, C6 1.417, H10 1.080
2 C -0.762 4.490 -3.543  C1 1.415, C3 1.393, H11 1.080
3 C -1.850 3.810 -4.085  C2 1.393, C4 1.403, H12 1.080
4 C -1.968 2.414 -3.999  C3 1.403, C5 1.423, N7 1.464
5 C -0.985 1.753 -3.212  C4 1.423, C6 1.359, H13 1.080
6 C 0.026 2.405 -2.581  C1 1.417, C5 1.359, H14 1.080
7 N -3.145 1.758 -4.572  C4 1.464, O8 1.211, O9 1.224
8 O -3.731 2.274 -5.498  N7 1.211
9 O -3.352 0.619 -4.175  N7 1.224
10 H 1.081 4.301 -2.398  C1 1.080
11 H -0.807 5.549 -3.750  C2 1.080
12 H -2.588 4.435 -4.566  C3 1.080
13 H -1.060 0.679 -3.123  C5 1.080
14 H 0.838 1.810 -2.190  C6 1.080
15 C 0.851 0.923 -6.948  C16 1.395, C20 1.382, H24 1.080
16 C -0.089 0.221 -6.194  C15 1.395, C17 1.411, H25 1.080
17 C 0.389 -0.721 -5.258  C16 1.411, C18 1.414, H26 1.080
18 C 1.773 -0.897 -5.033  C17 1.414, C19 1.387, N21 1.481
19 C 2.670 -0.183 -5.812  C18 1.387, C20 1.428, H27 1.080
20 C 2.213 0.737 -6.804  C15 1.382, C19 1.428, H28 1.080
21 N 2.282 -1.938 -4.109  C18 1.481, O22 1.242, O23 1.250
22 O 3.420 -1.821 -3.625  N21 1.242
23 O 1.523 -2.864 -3.751  N21 1.250
24 H 0.521 1.630 -7.695  C15 1.080
25 H -1.142 0.216 -6.432  C16 1.080
26 H -0.327 -1.314 -4.708  C17 1.080
27 H 3.721 -0.336 -5.616  C19 1.080
28 H 2.927 1.152 -7.501  C20 1.080
29 C 4.145 3.875 -3.488  C30 1.401, C34 1.381, H38 1.080
30 C 5.027 4.347 -2.508  C29 1.401, C31 1.406, H39 1.080
31 C 5.667 3.473 -1.611  C30 1.406, C32 1.415, H40 1.080
32 C 5.411 2.091 -1.774  C31 1.415, C33 1.378, N35 1.462
33 C 4.509 1.615 -2.700  C32 1.378, C34 1.374, H41 1.080
34 C 3.925 2.513 -3.561  C29 1.381, C33 1.374, H42 1.080
35 N 6.057 1.131 -0.880  C32 1.462, O36 1.250, O37 1.246
36 O 7.234 1.283 -0.485  N35 1.250
37 O 5.444 0.068 -0.661  N35 1.246
38 H 3.731 4.532 -4.238  C29 1.080
39 H 5.111 5.413 -2.361  C30 1.080
40 H 6.406 3.769 -0.882  C31 1.080
41 H 4.312 0.568 -2.880  C33 1.080
42 H 3.349 2.112 -4.381  C34 1.080
43 C -1.072 -1.459 5.181  C44 1.417, C48 1.428, H52 1.080
44 C 0.166 -1.957 4.704  C43 1.417, C45 1.408, H53 1.080
45 C 1.250 -1.115 4.385  C44 1.408, C46 1.428, H54 1.080
46 C 1.110 0.294 4.571  C45 1.428, C47 1.369, N49 1.472
47 C -0.066 0.779 5.075  C46 1.369, C48 1.429, H55 1.080
48 C -1.199 -0.047 5.355  C43 1.428, C47 1.429, H56 1.080
49 N 2.241 1.194 4.291  C46 1.472, O50 1.228, O51 1.244
50 O 2.069 2.410 4.252  N49 1.228
51 O 3.370 0.672 4.260  N49 1.244
52 H -1.911 -2.122 5.333  C43 1.080
53 H 0.266 -3.019 4.538  C44 1.080
54 H 2.175 -1.570 4.062  C45 1.080
55 H -0.219 1.805 5.378  C47 1.080
56 H -2.089 0.435 5.732  C48 1.080
57 C 7.217 3.080 2.812  C58 1.365, C62 1.374, H66 1.080
58 C 6.730 4.270 2.352  C57 1.365, C59 1.440, H67 1.080
59 C 5.368 4.339 1.890  C58 1.440, C60 1.396, H68 1.080
60 C 4.595 3.191 1.706  C59 1.396, C61 1.420, N63 1.525
61 C 5.128 1.939 2.113  C60 1.420, C62 1.447, H69 1.080
62 C 6.420 1.962 2.765  C57 1.374, C61 1.447, H70 1.080
63 N 3.205 3.259 1.082  C60 1.525, O64 1.213, O65 1.235
64 O 2.646 2.210 0.841  N63 1.213
65 O 2.650 4.325 0.798  N63 1.235
66 H 8.234 3.067 3.175  C57 1.080
67 H 7.328 5.166 2.417  C58 1.080
68 H 4.905 5.271 1.603  C59 1.080
69 H 4.552 1.027 2.068  C61 1.080
70 H 6.862 1.024 3.067  C62 1.080
71 C -0.861 -2.702 -1.684  C72 1.563, H75 1.090, H76 1.090, H77 1.090
72 C -1.578 -3.552 -2.783  C71 1.563, O73 1.259, C74 1.563
73 O -1.431 -4.800 -2.847  C72 1.259
74 C -2.639 -2.844 -3.686  C72 1.563, H78 1.090, H79 1.090, H80 1.090
75 H 0.030 -3.217 -1.325  C71 1.090
76 H -1.491 -2.630 -0.798  C71 1.090
77 H -0.544 -1.696 -1.961  C71 1.090
78 H -2.801 -3.378 -4.623  C74 1.090
79 H -2.407 -1.842 -4.046  C74 1.090
80 H -3.571 -2.921 -3.127  C74 1.090
81 C -0.367 4.268 3.046  C82 1.496, H85 1.090, H86 1.090, H87 1.090
82 C -1.288 3.506 2.145  C81 1.496, O83 1.230, C84 1.515
83 O -2.397 3.081 2.464  C82 1.230
84 C -0.752 3.332 0.738  C82 1.515, H88 1.090, H89 1.090, H90 1.090
85 H -0.778 5.268 3.182  C81 1.090
86 H 0.684 4.232 2.761  C81 1.090
87 H -0.444 3.807 4.030  C81 1.090
88 H 0.319 3.142 0.668  C84 1.090
89 H -0.952 4.258 0.199  C84 1.090
90 H -1.255 2.492 0.259  C84 1.090
91 C 6.097 -4.397 3.045  C92 1.473, H95 1.090, H96 1.090, H97 1.090
92 C 5.537 -3.205 2.382  C91 1.473, O93 1.263, C94 1.553
93 O 5.371 -3.243 1.131  C92 1.263
94 C 5.124 -1.984 3.250  C92 1.553, H98 1.090, H99 1.090, H100 1.090
95 H 6.410 -5.124 2.296  C91 1.090
96 H 5.434 -4.890 3.756  C91 1.090
97 H 6.954 -4.032 3.611  C91 1.090
98 H 4.556 -2.355 4.103  C94 1.090
99 H 4.517 -1.287 2.672  C94 1.090
100 H 6.022 -1.581 3.718  C94 1.090
101 C -7.248 0.227 3.037  C102 1.531, H105 1.090, H106 1.090, H107 1.090
102 C -5.815 -0.052 2.577  C101 1.531, O103 1.250, C104 1.533
103 O -5.551 -0.923 1.721  C102 1.250
104 C -4.691 0.824 3.145  C102 1.533, H108 1.090, H109 1.090, H110 1.090
105 H -7.391 0.915 3.870  C101 1.090
106 H -7.615 -0.778 3.250  C101 1.090
107 H -7.771 0.705 2.209  C101 1.090
108 H -5.240 1.531 3.766  C104 1.090
109 H -4.193 1.379 2.351  C104 1.090
110 H -3.985 0.383 3.849  C104 1.090
111 C 4.871 -8.311 3.547  O112 1.397, H117 1.090, H118 1.090, H119 1.090
112 O 4.307 -7.081 3.201  C111 1.397, C113 1.384
113 C 3.257 -7.164 2.303  O112 1.384, C114 1.541, H120 1.090, H121 1.090
114 C 2.743 -5.734 2.046  C113 1.541, O115 1.404, H122 1.090, H123 1.090
115 O 1.562 -5.702 1.288  C114 1.404, C116 1.430
116 C 1.142 -4.360 1.027  O115 1.430, H124 1.090, H125 1.090, H126 1.090
117 H 4.143 -8.755 4.225  C111 1.090
118 H 5.821 -8.248 4.079  C111 1.090
119 H 4.976 -8.927 2.654  C111 1.090
120 H 2.467 -7.825 2.659  C113 1.090
121 H 3.624 -7.492 1.330  C113 1.090
122 H 3.498 -5.101 1.581  C114 1.090
123 H 2.458 -5.298 3.004  C114 1.090
124 H 1.786 -3.884 0.287  C116 1.090
125 H 1.013 -3.751 1.921  C116 1.090
126 H 0.153 -4.372 0.570  C116 1.090
127 C -5.618 3.078 -0.849  O128 1.448, H133 1.090, H134 1.090, H135 1.090
128 O -4.798 4.050 -1.541  C127 1.448, C129 1.436
129 C -4.135 4.887 -0.580  O128 1.436, C130 1.530, H136 1.090, H137 1.090
130 C -3.551 6.098 -1.310  C129 1.530, O131 1.463, H138 1.090, H139 1.090
131 O -4.396 6.710 -2.336  C130 1.463, C132 1.425
132 C -5.501 7.442 -1.815  O131 1.425, H140 1.090, H141 1.090, H142 1.090
133 H -6.516 3.592 -0.508  C127 1.090
134 H -5.045 2.727 0.010  C127 1.090
135 H -5.807 2.231 -1.509  C127 1.090
136 H -3.262 4.411 -0.133  C129 1.090
137 H -4.863 5.316 0.107  C129 1.090
138 H -2.670 5.745 -1.846  C130 1.090
139 H -3.193 6.756 -0.518  C130 1.090
140 H -5.980 7.065 -0.911  C132 1.090
141 H -6.207 7.650 -2.619  C132 1.090
142 H -5.016 8.379 -1.540  C132 1.090
143 C -3.327 0.165 -0.532  O144 1.436, H149 1.090, H150 1.090, H151 1.090
144 O -1.895 0.109 -0.445  C143 1.436, C145 1.436
145 C -1.322 -0.311 0.803  O144 1.436, C146 1.486, H152 1.090, H153 1.090
146 C 0.150 -0.109 0.794  C145 1.486, O147 1.440, H154 1.090, H155 1.090
147 O 0.811 -1.108 -0.005  C146 1.440, C148 1.446
148 C 2.255 -1.033 0.002  O147 1.446, H156 1.090, H157 1.090, H158 1.090
149 H -3.729 1.052 -0.045  C143 1.090
150 H -3.708 -0.733 -0.045  C143 1.090
151 H -3.694 0.082 -1.555  C143 1.090
152 H -1.517 -1.349 1.074  C145 1.090
153 H -1.780 0.265 1.606  C145 1.090
154 H 0.694 0.054 1.725  C146 1.090
155 H 0.252 0.893 0.377  C146 1.090
156 H 2.713 -1.132 0.986  C148 1.090
157 H 2.534 -0.052 -0.383  C148 1.090
158 H 2.686 -1.696 -0.749  C148 1.090
159 C -7.561 -4.387 -1.270  O160 1.411, H165 1.090, H166 1.090, H167 1.090
160 O -6.663 -3.433 -1.794  C159 1.411, C161 1.420
161 C -5.640 -2.958 -0.932  O160 1.420, C162 1.538, H168 1.090, H169 1.090
162 C -4.574 -3.967 -0.474  C161 1.538, O163 1.417, H170 1.090, H171 1.090
163 O -5.107 -4.897 0.453  C162 1.417, C164 1.412
164 C -4.338 -6.036 0.776  O163 1.412, H172 1.090, H173 1.090, H174 1.090
165 H -8.145 -4.166 -0.377  C159 1.090
166 H -7.176 -5.402 -1.167  C159 1.090
167 H -8.196 -4.501 -2.149  C159 1.090
168 H -6.168 -2.652 -0.029  C161 1.090
169 H -5.160 -2.057 -1.315  C161 1.090
170 H -3.705 -3.477 -0.037  C162 1.090
171 H -4.282 -4.526 -1.364  C162 1.090
172 H -4.747 -6.311 1.748  C164 1.090
173 H -3.291 -5.737 0.723  C164 1.090
174 H -4.516 -6.757 -0.022  C164 1.090

Values from the calculation:
**Calculated total energy**: -4191.73690 a.u.
**ΔE to the lowest compared entry with this formula, charge and spin**: 33.0 kJ/mol
**HOMO-LUMO gap**: 7.770 eV
**Charge**: 0